[1]
The molecule C6H7N. Source: the Open Molecules 2025 dataset; level of theory: ωB97M-V/def2-TZVPD.

Geometry as XYZ:
```
14
Properties=species:S:1:pos:R:3:forces:R:3
C -1.25326 -0.38355 -0.39090 0.1 0.0 0.0
C -0.23853 0.62243 -0.90984 0.0 0.0 0.0
C 1.17092 0.04398 -0.92679 -0.3 -0.2 -0.1
C 0.45619 1.18582 0.31696 0.0 0.1 0.1
N 0.49536 0.05547 1.29418 -0.1 0.1 -0.2
C -0.39546 -0.97489 0.70531 -0.1 0.0 -0.1
C 1.03351 -0.89790 0.29436 0.2 -0.1 0.1
H -1.52902 -1.12905 -1.14803 0.1 0.2 0.2
H -2.16627 0.09256 -0.00922 0.2 -0.1 -0.1
H -0.51104 1.31166 -1.71079 0.1 -0.1 0.3
H 1.59211 1.20075 -0.13874 -0.1 0.1 0.2
H 0.29594 2.21799 0.64893 0.1 -0.4 -0.1
H -0.75448 -1.72998 1.40109 0.1 0.2 -0.2
H 1.80404 -1.61528 0.57347 -0.2 0.2 0.0
```
Positions in Å, forces in eV/Å.

Summary:
energy above the lowest of the compared OMol25 structures with the same formula, charge and spin	127.4	kcal per mole
E_HOMO	-8.50	eV
energy	-7820.12132	eV
2S+1	1
frontier orbital gap	9.44	eV

=====

[2]
The molecule C6H7N. Source: the Open Molecules 2025 dataset; level of theory: ωB97M-V/def2-TZVPD.

Geometry as XYZ:
```
14
Properties=species:S:1:pos:R:3:forces:R:3
N -0.55550 3.23290 -0.18324 0.1 -1.0 0.3
C -0.40093 2.13115 0.13430 -0.1 0.9 -0.3
C -0.14511 0.73256 0.48845 0.0 0.0 0.0
C 1.14155 0.19633 -0.16678 0.1 0.1 0.0
C 0.92789 -1.29628 -0.06346 -0.1 -0.1 0.0
C -0.37658 -1.56258 -0.01230 0.1 0.0 0.0
C -1.17146 -0.27473 -0.06641 -0.1 0.0 0.0
H -0.08388 0.64406 1.58121 0.0 0.0 -0.2
H 1.08238 0.48033 -1.22928 0.3 0.0 0.1
H 2.06965 0.59548 0.24655 -0.1 -0.1 0.0
H 1.73391 -2.02053 -0.12174 -0.2 0.1 0.0
H -0.83316 -2.54705 -0.02570 0.1 0.1 0.0
H -1.33372 -0.01044 -1.12281 -0.2 -0.1 0.1
H -2.13811 -0.28103 0.44147 0.2 0.0 0.0
```
Positions in Å, forces in eV/Å.

Summary:
energy above the lowest of the compared OMol25 structures with the same formula, charge and spin	22.0	kcal per mole
E_HOMO	-9.82	eV
energy	-7824.69513	eV
2S+1	1
frontier orbital gap	10.75	eV
SMILES	N#CC1CC=CC1

=====

[3]
A structure of composition C6H7N. Source: the Open Molecules 2025 dataset; level of theory: ωB97M-V/def2-TZVPD.

Geometry as XYZ:
```
14
Properties=species:S:1:pos:R:3:forces:R:3
C 1.16824 -0.23896 -0.80505 0.0 0.0 0.0
C -0.09629 -1.07036 -0.94509 0.0 0.4 -0.4
C -1.15800 -0.20105 -0.42641 -0.1 -0.1 -0.3
C -0.59186 -0.82224 0.88257 0.0 -0.4 0.3
N 0.00870 0.47172 1.30730 0.0 -0.2 0.2
C 0.83753 0.89081 0.15193 0.2 0.1 -0.2
C -0.60839 1.13549 0.12893 -0.1 0.2 -0.1
H 1.32924 0.15604 -1.81672 0.0 0.0 0.1
H 2.05907 -0.81210 -0.52507 -0.2 0.0 -0.1
H 0.11091 -1.66075 0.60375 0.1 0.0 0.5
H -2.19964 -0.34108 -0.70686 0.2 0.0 0.1
H -1.29220 -1.28443 1.57455 -0.1 0.2 -0.1
H 1.54466 1.68247 0.38208 -0.1 -0.1 0.0
H -1.11198 2.09443 0.19409 0.1 -0.2 0.0
```
Positions in Å, forces in eV/Å.

Summary:
energy above the lowest of the compared OMol25 structures with the same formula, charge and spin	128.2	kcal per mole
E_HOMO	-8.53	eV
energy	-7820.08948	eV
2S+1	1
frontier orbital gap	9.62	eV

=====

[4]
The molecule C6H7N. Source: the Open Molecules 2025 dataset; level of theory: ωB97M-V/def2-TZVPD.

Geometry as XYZ:
```
14
Properties=species:S:1:pos:R:3:forces:R:3
C -0.59663 -1.18391 -1.27695 0.0 0.0 0.0
C -0.89188 -0.34485 -0.09465 0.0 0.0 -0.1
C 0.51867 0.53518 1.25788 0.3 0.0 0.3
C 1.49703 -0.51540 1.01942 0.6 -0.7 -0.3
N 2.24340 -1.36400 0.75971 -0.7 0.8 0.3
C -0.58425 1.01242 -0.04843 -0.2 0.1 -0.3
C -0.59168 2.14745 -0.69068 0.1 -0.3 0.2
H -0.66569 -0.57680 -2.18587 0.0 -0.1 0.1
H 0.43623 -1.56256 -1.20206 -0.1 0.0 0.0
H -1.25733 -2.05431 -1.32281 0.1 0.1 0.0
H -1.29163 -0.83591 0.79101 0.0 0.1 -0.1
H 1.03427 1.49285 1.31266 -0.1 -0.1 -0.1
H -0.03366 0.35810 2.18209 0.1 0.0 -0.2
H 0.18314 2.89173 -0.50132 -0.1 -0.1 0.0
```
Positions in Å, forces in eV/Å.

Summary:
energy above the lowest of the compared OMol25 structures with the same formula, charge and spin	141.2	kcal per mole
E_HOMO (spin up / spin down)	-8.01 / -8.00	eV
energy	-7819.52517	eV
2S+1	1
frontier orbital gap (spin up / spin down)	7.01 / 7.00	eV

=====

What is the energy above the lowest of the compared OMol25 structures with the same formula, charge and spin in the third record?
128.2 kcal per mole